Density functional theory data (ωB97M-V with the def2-TZVPD basis set) for C4H3O2S as an isolated structure.

Its spin multiplicity is 3. The value obtained for the lowest unoccupied orbital energy (alpha / beta) is 0.11966 / 0.11415 Eh. Its largest force on an atom is 4.34 eV/A. Its charge is -1. The frontier orbital gap (alpha / beta) comes out at 3.057 / 6.868 eV.

Geometry (Å):
S (-1.3015, 1.8688, -2.0743)
O (0.8748, -0.7555, -1.3466)
O (-1.8012, 1.0828, 2.0228)
C (-0.8476, 0.8177, -0.7413)
C (0.1006, -0.1668, -0.5686)
C (-0.0412, -0.4178, 0.9733)
C (-1.0884, 0.6327, 1.1704)
H (-0.3673, -1.4302, 1.2422)
H (-0.2604, 1.4886, -2.8167)
H (0.8845, -0.2103, 1.5272)